{"formula": "C15H27NO", "method": "wB97M-V/def2-TZVPD", "smiles": "C#CCCCCCCCCC(=O)NCCCC", "homo_lumo_gap_ev": 10.25, "spin_multiplicity": 1, "de_lowest_kj_mol": 10.7, "e_homo_ev": -9.4, "species": ["C", "C", "C", "C", "C", "C", "C", "C", "C", "C", "C", "O", "N", "C", "C", "C", "C", "H", "H", "H", "H", "H", "H", "H", "H", "H", "H", "H", "H", "H", "H", "H", "H", "H", "H", "H", "H", "H", "H", "H", "H", "H", "H", "H"], "xyz": [[-3.387925, 1.207352, -2.036820], [-4.016646, 0.819887, -1.095010], [-4.815404, 0.341847, 0.015007], [-4.509474, -1.114639, 0.391525], [-3.269698, -1.306573, 1.266937], [-1.940474, -0.953282, 0.587502], [-1.443362, 0.452833, 0.919350], [-0.139376, 0.766032, 0.191034], [0.385919, 2.159545, 0.526197], [1.653427, 2.518258, -0.259920], [2.791445, 1.589896, 0.129979], [3.469319, 1.756763, 1.121549], [2.984366, 0.557476, -0.725267], [3.916851, -0.512125, -0.452746], [3.237284, -1.750576, 0.139557], [2.268102, -2.424578, -0.830371], [1.642792, -3.672062, -0.217969], [-2.825485, 1.552045, -2.852271], [-5.867435, 0.420729, -0.278414], [-4.660444, 0.989941, 0.882421], [-4.403136, -1.704715, -0.521889], [-5.369717, -1.507639, 0.940108], [-3.377385, -0.716522, 2.180244], [-3.246898, -2.358042, 1.564013], [-2.050701, -1.049447, -0.494229], [-1.175811, -1.667280, 0.903402], [-2.192998, 1.189451, 0.630756], [-1.282439, 0.534864, 1.997056], [-0.314935, 0.691683, -0.886058], [0.608731, 0.020449, 0.467046], [-0.388310, 2.898003, 0.304778], [0.610536, 2.216400, 1.592912], [1.459187, 2.462625, -1.332559], [1.950874, 3.536573, -0.006646], [2.340966, 0.425450, -1.488107], [4.436549, -0.774133, -1.379464], [4.638442, -0.114240, 0.264407], [2.705046, -1.456180, 1.046507], [4.012714, -2.463595, 0.425720], [2.802523, -2.696990, -1.743993], [1.470815, -1.729351, -1.102926], [2.410807, -4.398298, 0.038550], [0.949603, -4.135843, -0.915900], [1.097853, -3.417925, 0.688674]], "forces_ev_per_angstrom": [[-0.14, -0.11, 0.28], [0.07, 0.22, -0.27], [-0.24, -0.25, 0.16], [0.02, -0.02, 0.30], [0.01, -0.17, -0.28], [-0.08, 0.17, 0.28], [0.24, -0.27, -0.30], [-0.27, 0.31, 0.37], [0.09, -0.17, -0.24], [-0.03, 0.05, 0.36], [-0.27, 0.32, -0.52], [0.11, 0.05, 0.46], [0.04, -0.33, -0.38], [0.11, -0.18, 0.34], [0.01, 0.19, -0.39], [0.11, -0.09, 0.33], [0.01, 0.17, -0.21], [0.30, 0.19, -0.47], [0.07, 0.07, 0.10], [-0.09, 0.00, -0.01], [-0.07, -0.02, 0.01], [-0.01, 0.00, -0.08], [-0.02, -0.03, 0.10], [-0.03, 0.04, 0.08], [0.07, -0.06, -0.06], [0.05, -0.02, -0.05], [-0.04, 0.08, 0.08], [-0.04, 0.04, 0.07], [0.05, -0.07, -0.11], [0.04, -0.11, -0.07], [-0.01, 0.03, 0.05], [-0.03, 0.06, 0.04], [-0.01, 0.02, -0.04], [0.09, -0.05, -0.08], [-0.01, 0.17, 0.09], [0.03, 0.02, 0.07], [0.00, -0.05, -0.18], [0.02, -0.01, 0.09], [0.03, -0.06, 0.07], [-0.01, 0.05, -0.08], [-0.01, 0.06, -0.08], [0.05, -0.11, 0.05], [-0.09, -0.12, 0.00], [-0.07, -0.02, 0.12]]}